Here is a structure of composition C6H5N3O2S2 from OMol25. Energies are from ωB97M-V/def2-TZVPD.

Geometry as XYZ:
```
18
C6H5N3O2S2, DFT ωB97M-V/def2-TZVPD
C -2.087 1.778 -0.258
C -4.324 1.502 0.003
C -1.898 0.362 -0.258
C -0.851 -0.427 -0.429
C -3.157 -0.455 -0.063
C 2.569 -1.151 -0.077
N -3.249 2.325 -0.142
N -4.315 0.217 0.057
N -3.050 -1.725 -0.035
O -0.905 -2.540 1.084
O -1.192 -2.958 -1.321
S 1.860 0.413 -0.591
S -1.422 -2.126 -0.187
H -1.223 2.423 -0.359
H -5.281 2.000 0.094
H 3.246 -0.968 0.755
H 3.101 -1.594 -0.915
H 1.764 -1.807 0.243
```

Properties
HOMO (alpha / beta) in eV: -10.0506 / -10.0110
Frontier orbital gap (alpha / beta) in hartree: 0.245 / 0.244
Relative energy (zero: lowest compared OMol25 entry of this formula, charge and spin) in eV: 3.319
Charge: 0

Computed natural (NBO) charges, given in elementary charges: 0.205, 0.330, -0.387, -0.069, 0.425, -0.795, -0.459, -0.456, -0.629, -0.901, -0.882, 0.266, 2.208, 0.208, 0.194, 0.237, 0.230, 0.274